The following is a DFT calculation (wB97M-V/def2-TZVPD) of a cluster of 2 separate species, C2H3ClS2 in total in a non-equilibrium geometry.

```
8
Properties=species:S:1:pos:R:3:nbo_charge:R:1
C -2.07440 -1.28323 0.31897 -0.1800
C 0.26773 0.56321 0.16485 -0.4755
S -3.37522 -1.07536 1.16322 0.1762
S 1.35536 -0.80861 0.39520 0.0324
Cl 0.48983 1.13918 -1.60933 -0.1596
H 0.64362 -1.63668 -0.39647 0.1446
H -0.76848 0.38722 0.09045 0.2286
H 0.65035 1.42581 0.61554 0.2332
```

Results
LUMO energy: -0.6 eV
Energy above the lowest of the compared OMol25 structures with the same formula, charge and spin: 236.2 kJ/mol
HOMO-LUMO gap: 8.65 eV